(1)
The following is a DFT calculation (the ωB97M-V functional and the def2-TZVPD basis) of a structure of composition C2H3NO2S.

The geometry in XYZ format:
```
9
Properties=species:S:1:pos:R:3:forces:R:3
C -0.40707 0.71741 -0.13437 -1.4 1.0 2.7
C 0.68673 -0.04244 -0.70433 4.0 -1.7 -1.4
H -1.68901 0.59571 1.43197 0.4 -0.7 -0.1
H -0.89245 -1.03152 1.02136 -0.1 3.4 0.3
H 1.70778 -1.46407 -0.47081 -4.9 -0.5 -0.2
N -0.87825 0.07613 1.07271 -0.1 -1.0 -2.4
O 0.44075 -1.36930 -0.42752 6.8 0.9 -0.9
O 1.82003 0.29046 -1.19201 -4.6 -0.9 2.0
S -0.78850 2.22761 -0.59701 -0.1 -0.4 0.0
```
Forces are in eV/Å.

Its molar mass is 105.118 g/mol. As for the largest force on an atom: 6.87 eV Å⁻¹. For the relative energy (zero: lowest compared OMol25 entry of this formula, charge and spin), the calculation gives 257.2 kJ/mol. As for the total energy: -681.3614 a.u. As for the lowest unoccupied orbital energy: -1.143 eV. The calculation puts the HOMO-LUMO gap at 8.2 eV. The highest occupied orbital energy is -0.3424 hartree.


(2)
The following is a DFT calculation (the ωB97M-V functional and the def2-TZVPD basis) of an isolated molecule of C2H3NO2S2.

The geometry in XYZ format:
```
10
Properties=species:S:1:pos:R:3:forces:R:3
O 1.79106 0.13965 -3.22011 1.2 -0.6 1.4
S 2.52906 -0.34972 -2.01513 -2.1 -1.3 -0.7
S 0.91283 1.27360 -0.90938 -0.6 0.0 0.5
O 1.05721 1.65503 0.72726 0.2 0.1 -0.7
C -0.10499 -0.13385 -0.78072 2.4 0.0 -0.8
C 0.47208 -1.33893 -1.00146 1.0 1.2 0.3
N 1.82428 -1.54099 -1.19590 0.3 1.9 -0.9
H 1.98635 1.93157 0.74321 -0.1 0.1 0.6
H -1.14065 -0.07846 -0.74682 -1.6 0.4 0.6
H -0.17006 -2.13057 -0.78521 -0.7 -1.8 -0.2
```
Forces are in eV/Å.

Its molar mass is 137.185 g/mol. Its structure (SMILES) is O=S1#S(O)=CC=N1. As for the largest force on an atom: 2.56 eV Å⁻¹. For the relative energy (zero: lowest compared OMol25 entry of this formula, charge and spin), the calculation gives 283.4 kJ/mol. As for the total energy: -1079.5128 a.u. As for the lowest unoccupied orbital energy (alpha / beta): -1.191 / -1.191 eV. The calculation puts the HOMO-LUMO gap (alpha / beta) at 8.2 / 8.2 eV. The highest occupied orbital energy (alpha / beta) is -0.3450 / -0.3450 hartree.


(3)
The following is a DFT calculation (the ωB97M-V functional and the def2-TZVPD basis) of an isolated molecule of C2H3NO2S3.

The geometry in XYZ format:
```
11
Properties=species:S:1:pos:R:3:forces:R:3
C 0.00246 0.05983 -0.81917 0.6 -0.5 2.5
C -0.83733 -0.49452 0.30839 0.8 0.5 0.9
N 1.03263 1.00227 -0.54400 2.6 -1.1 2.0
O 0.84274 0.40053 -3.94604 -0.7 1.0 0.2
O -0.65907 0.38903 -1.92709 -1.5 1.4 -2.4
S 0.24642 -1.72045 -0.47470 0.2 -0.2 -0.3
S 1.25921 2.26860 -1.63471 -0.5 0.1 -0.3
S 0.03825 1.34504 -3.17087 1.3 -2.2 1.0
H -1.88104 -0.51958 0.05378 -0.4 -0.3 0.1
H -0.58482 -0.31265 1.41128 -0.4 0.1 -1.9
H 1.90282 0.58871 -0.02548 -2.1 1.0 -1.9
```
Forces are in eV/Å.

Its molar mass is 169.252 g/mol. As for the largest force on an atom: 3.51 eV Å⁻¹. For the relative energy (zero: lowest compared OMol25 entry of this formula, charge and spin), the calculation gives 43.4 kJ/mol. As for the total energy: -1477.7207 a.u. As for the lowest unoccupied orbital energy: -0.017 eV. The calculation puts the HOMO-LUMO gap at 8.4 eV. The highest occupied orbital energy is -0.3101 hartree.


(4)
The following is a DFT calculation (the ωB97M-V functional and the def2-TZVPD basis) of a cluster of 2 separate species, C2H3NO3 in total.

The geometry in XYZ format:
```
9
Properties=species:S:1:pos:R:3:forces:R:3
O 0.15232 -1.57446 -1.80373 1.2 1.8 1.0
C 0.66172 -0.00550 0.03774 0.8 1.4 1.7
N 0.56307 0.41353 1.30431 0.5 -1.6 -4.0
C -0.68835 1.04311 1.27015 -4.7 3.2 2.9
O -0.65029 2.28716 1.55970 0.9 -3.3 -1.4
O -1.72694 0.34643 1.16078 2.6 0.8 0.0
H -0.07550 -0.72275 -0.42642 0.0 -0.3 -0.3
H 0.34626 -2.25126 -2.43383 -0.6 -1.2 -0.6
H 1.41770 0.46374 -0.66870 -0.6 -0.8 0.6
```
Forces are in eV/Å.

Its molar mass is 89.050 g/mol. As for the largest force on an atom: 6.41 eV Å⁻¹. For the relative energy (zero: lowest compared OMol25 entry of this formula, charge and spin), the calculation gives 991.2 kJ/mol. As for the total energy: -358.1522 a.u. As for the lowest unoccupied orbital energy: -5.575 eV. The calculation puts the HOMO-LUMO gap at 4.4 eV. The highest occupied orbital energy is -0.3659 hartree.


(5)
The following is a DFT calculation (the ωB97M-V functional and the def2-TZVPD basis) of an isolated molecule of C2H3NO3.

The geometry in XYZ format:
```
9
Properties=species:S:1:pos:R:3:forces:R:3
O -0.65634 1.73534 1.29878 1.0 -2.5 2.1
C 0.08311 0.75756 1.55712 -1.8 5.3 -2.4
N 0.57574 0.07042 0.52681 1.3 -7.8 -1.4
O -0.26165 0.10642 -0.61077 -1.2 5.2 1.9
C -0.17835 -0.76115 -1.52895 0.2 -2.2 -1.8
O 0.36863 -1.78996 -1.23616 0.3 -1.4 -1.7
H 0.79007 0.66189 2.34163 0.1 -0.3 1.9
H 0.85450 -1.13173 0.75320 -1.1 4.6 -1.1
H -0.70842 -0.41590 -2.56634 1.2 -0.9 2.5
```
Forces are in eV/Å.

Its molar mass is 89.050 g/mol. Its structure (SMILES) is O=CNOC=O. As for the largest force on an atom: 8.06 eV Å⁻¹. For the relative energy (zero: lowest compared OMol25 entry of this formula, charge and spin), the calculation gives 437.6 kJ/mol. As for the total energy: -358.3630 a.u. As for the lowest unoccupied orbital energy: 0.582 eV. The calculation puts the HOMO-LUMO gap at 11.1 eV. The highest occupied orbital energy is -0.3849 hartree.


(6)
The following is a DFT calculation (the ωB97M-V functional and the def2-TZVPD basis) of a structure of composition C2H3NO3.

The geometry in XYZ format:
```
9
Properties=species:S:1:pos:R:3:forces:R:3
C -1.36565 0.01075 -0.11332 2.9 2.2 0.5
C 0.46566 -0.84737 0.01527 1.4 -1.3 -0.8
N 0.14750 0.46576 -0.45035 -2.0 -0.7 -1.5
O -2.40472 0.53965 -0.01703 -0.1 -0.2 -0.4
O -0.88321 -1.18189 0.18892 -2.0 -2.4 -0.3
O 0.72621 1.38865 0.33849 2.4 3.5 0.4
H 0.97235 -1.48524 -0.82743 -0.7 0.8 2.0
H 0.89037 -0.83031 1.03699 0.6 -0.2 -0.9
H 1.45147 1.93998 -0.17153 -2.4 -1.8 0.9
```
Forces are in eV/Å.

Its molar mass is 89.050 g/mol. As for the largest force on an atom: 4.24 eV Å⁻¹. For the relative energy (zero: lowest compared OMol25 entry of this formula, charge and spin), the calculation gives 392.1 kJ/mol. As for the total energy: -358.3803 a.u. As for the lowest unoccupied orbital energy: 0.622 eV. The calculation puts the HOMO-LUMO gap at 10.5 eV. The highest occupied orbital energy is -0.3618 hartree.


(7)
The following is a DFT calculation (the ωB97M-V functional and the def2-TZVPD basis) of an isolated molecule of C2H3NO3.

The geometry in XYZ format:
```
9
Properties=species:S:1:pos:R:3:forces:R:3
O -0.34496 1.68219 -0.40231 2.9 -1.4 4.1
C 0.43896 1.10165 0.42291 1.0 2.8 -2.6
C 0.66075 -0.34133 0.23224 -0.7 -0.4 -2.1
O 1.69350 -0.76646 -0.22216 2.8 0.3 1.3
N -0.40608 -0.97313 -0.12434 -4.9 -6.1 -0.1
O -1.71397 -0.60079 0.16838 -0.3 3.1 -0.2
H 1.44186 1.42811 0.96464 -2.2 1.0 -0.7
H -0.51335 -2.06385 -0.18713 1.3 3.0 -0.2
H -1.76083 0.36614 -0.18936 0.0 -2.2 0.6
```
Forces are in eV/Å.

Its molar mass is 89.050 g/mol. Its structure (SMILES) is O=CC(=O)NO. As for the largest force on an atom: 7.81 eV Å⁻¹. For the relative energy (zero: lowest compared OMol25 entry of this formula, charge and spin), the calculation gives 462.5 kJ/mol. As for the total energy: -358.3535 a.u. As for the lowest unoccupied orbital energy: -0.887 eV. The calculation puts the HOMO-LUMO gap at 9.0 eV. The highest occupied orbital energy is -0.3620 hartree.


(8)
The following is a DFT calculation (the ωB97M-V functional and the def2-TZVPD basis) of an isolated molecule of C2H3NO3.

The geometry in XYZ format:
```
9
Properties=species:S:1:pos:R:3:forces:R:3
O -0.02719 -2.65180 2.36023 -0.3 -2.3 2.7
C 0.09860 -1.79764 1.62057 -0.3 -0.2 0.8
N 0.25504 -1.15496 0.65594 0.6 3.7 -4.7
O 0.19814 0.23988 0.43574 -0.2 -1.0 0.5
C 0.14135 0.62215 -0.93866 3.3 2.5 -0.2
O -0.71109 1.69702 -1.05907 -1.5 1.7 2.7
H 1.22706 1.02867 -1.29449 -2.1 -1.3 1.0
H -0.21957 -0.05046 -1.64710 -0.3 -2.1 -0.5
H -0.96234 2.06715 -0.13318 0.8 -1.0 -2.4
```
Forces are in eV/Å.

Its molar mass is 89.050 g/mol. Its structure (SMILES) is O=C=NOCO. As for the largest force on an atom: 6.06 eV Å⁻¹. For the relative energy (zero: lowest compared OMol25 entry of this formula, charge and spin), the calculation gives 431.1 kJ/mol. As for the total energy: -358.3655 a.u. As for the lowest unoccupied orbital energy: 0.333 eV. The calculation puts the HOMO-LUMO gap at 10.4 eV. The highest occupied orbital energy is -0.3707 hartree.


(9)
The following is a DFT calculation (the ωB97M-V functional and the def2-TZVPD basis) of a cluster of 2 separate species, C2H3NO3 in total.

The geometry in XYZ format:
```
9
Properties=species:S:1:pos:R:3:forces:R:3
N 2.23627 0.36649 0.46230 0.0 -1.5 0.5
C 1.11223 0.69408 0.21411 0.9 3.7 -0.2
O 0.20079 1.43434 0.11420 -0.4 -1.4 0.0
H 3.07677 0.33802 -0.07600 0.0 -0.3 -0.3
O -1.25066 -0.51198 -1.51866 0.0 0.5 0.0
C -1.18004 -0.85095 -0.37891 0.8 -2.9 0.3
O -1.70624 -0.30183 0.70055 -0.3 1.3 0.3
H -0.64127 -1.82330 -0.03693 -0.7 1.2 -0.6
H -1.84784 0.65513 0.51935 -0.2 -0.6 0.0
```
Forces are in eV/Å.

Its molar mass is 89.050 g/mol. Its structure (SMILES) is N=C=O.O=CO. As for the largest force on an atom: 3.86 eV Å⁻¹. For the relative energy (zero: lowest compared OMol25 entry of this formula, charge and spin), the calculation gives 153.0 kJ/mol. As for the total energy: -358.4714 a.u. As for the lowest unoccupied orbital energy: 0.487 eV. The calculation puts the HOMO-LUMO gap at 11.3 eV. The highest occupied orbital energy is -0.3977 hartree.


(10)
The following is a DFT calculation (the ωB97M-V functional and the def2-TZVPD basis) of an isolated molecule of C2H3NO3.

The geometry in XYZ format:
```
9
Properties=species:S:1:pos:R:3:forces:R:3
O -2.17460 0.67678 0.43861 0.4 0.1 -0.1
C -1.59680 -0.27719 0.00311 -0.5 -1.1 -0.1
C -0.08891 -0.49873 0.11217 1.3 3.4 -0.6
O 0.50528 -1.54868 0.17122 -0.6 0.2 0.0
N 0.64083 0.74537 -0.04434 0.4 -3.0 0.2
O 2.02711 0.57696 0.07622 0.5 0.8 0.2
H -2.13930 -1.12779 -0.50037 0.4 0.5 0.3
H 0.48371 1.75823 -0.06100 -0.8 -1.1 0.2
H 2.34269 -0.30495 -0.19562 -1.1 0.1 -0.1
```
Forces are in eV/Å.

Its molar mass is 89.050 g/mol. Its structure (SMILES) is O=CC(=O)NO. As for the largest force on an atom: 3.69 eV Å⁻¹. For the relative energy (zero: lowest compared OMol25 entry of this formula, charge and spin), the calculation gives 332.7 kJ/mol. As for the total energy: -358.4029 a.u. As for the lowest unoccupied orbital energy: -0.314 eV. The calculation puts the HOMO-LUMO gap at 9.4 eV. The highest occupied orbital energy is -0.3566 hartree.


(11)
The following is a DFT calculation (the ωB97M-V functional and the def2-TZVPD basis) of a structure of composition C2H3NO3.

The geometry in XYZ format:
```
9
Properties=species:S:1:pos:R:3:forces:R:3
N -0.01748 0.05507 -0.95147 0.5 0.0 -0.1
C 0.85007 0.12521 0.06301 -0.7 0.4 -0.2
C -1.56364 -0.49358 0.39962 -1.0 0.4 0.3
O 1.63234 1.20853 0.13544 0.0 -0.2 0.1
O 0.82614 -0.63190 1.08234 -0.6 -0.2 0.0
O -2.64528 -0.26996 0.12330 0.8 -0.2 0.0
H 1.52469 1.68922 -0.69908 0.0 -0.1 0.0
H -0.15108 -0.90749 -1.25194 0.0 0.0 0.1
H -0.45575 -0.77508 1.09878 1.0 -0.1 -0.2
```
Forces are in eV/Å.

Its molar mass is 89.050 g/mol. As for the largest force on an atom: 1.10 eV Å⁻¹. For the relative energy (zero: lowest compared OMol25 entry of this formula, charge and spin), the calculation gives 263.9 kJ/mol. As for the total energy: -358.4292 a.u. As for the lowest unoccupied orbital energy: 0.443 eV. The calculation puts the HOMO-LUMO gap at 10.3 eV. The highest occupied orbital energy is -0.3631 hartree.


(12)
The following is a DFT calculation (the ωB97M-V functional and the def2-TZVPD basis) of an isolated molecule of C2H3NO3.

The geometry in XYZ format:
```
9
Properties=species:S:1:pos:R:3:forces:R:3
C 1.09494 -0.37820 1.29999 2.8 3.2 7.0
C 0.35260 -0.57820 0.21957 -5.3 -3.0 -10.5
N -1.19010 0.74221 -1.21437 0.2 0.1 0.0
O -2.34448 0.90748 -1.32759 -1.9 0.3 -0.2
O -0.30983 1.07119 -1.92021 1.7 0.1 -0.8
O -0.90793 0.06113 -0.02030 2.4 -1.8 2.5
H 1.86728 -0.97360 1.67445 0.7 -1.0 0.3
H 0.67262 0.38638 1.91029 0.5 0.7 0.8
H 0.76491 -1.23840 -0.62183 -1.0 1.5 0.9
```
Forces are in eV/Å.

Its molar mass is 89.050 g/mol. As for the largest force on an atom: 12.15 eV Å⁻¹. For the relative energy (zero: lowest compared OMol25 entry of this formula, charge and spin), the calculation gives 674.9 kJ/mol. As for the total energy: -358.1365 a.u. As for the lowest unoccupied orbital energy (alpha / beta): 0.606 / -2.915 eV. The calculation puts the HOMO-LUMO gap (alpha / beta) at 6.9 / 8.9 eV. Its spin multiplicity is 3. As for the expectation value of S²: 2.01. The highest occupied orbital energy (alpha / beta) is -0.2299 / -0.4329 hartree.